1.
C26H22N4O4PdS3 | wB97M-V/def2-TZVPD

```
60
Properties=species:S:1:pos:R:3:nbo_charge:R:1
Pd -1.289 -0.160 -1.695 0.743
S 0.935 -0.352 -2.169 0.127
C 1.529 -0.548 -0.586 0.065
N 2.798 -0.212 -0.306 -0.354
C 3.110 0.049 1.099 -0.238
C 2.597 -1.117 1.910 -0.229
N 1.162 -1.285 1.700 -0.363
C 0.315 -1.312 2.897 -0.258
C 0.389 0.007 3.632 0.026
C 0.909 0.081 4.918 -0.232
C 0.998 1.301 5.574 -0.206
C 0.570 2.459 4.943 -0.200
C 0.044 2.392 3.659 -0.195
C -0.047 1.173 3.007 -0.243
C 0.669 -1.067 0.468 0.072
S -0.935 -1.517 0.112 0.123
C 3.636 0.362 -1.362 -0.249
C 5.099 0.342 -1.003 -0.075
C 5.795 -0.863 -1.000 -0.155
C 7.134 -0.895 -0.647 -0.219
C 7.789 0.278 -0.300 -0.201
C 7.104 1.483 -0.309 -0.201
C 5.761 1.514 -0.659 -0.201
H 2.631 0.977 1.430 0.216
H 4.184 0.147 1.224 0.248
H 2.783 -0.959 2.969 0.238
H 3.116 -2.024 1.588 0.216
H 0.652 -2.125 3.542 0.218
H -0.704 -1.526 2.591 0.254
H 1.240 -0.825 5.416 0.211
H 1.402 1.345 6.577 0.221
H 0.643 3.411 5.451 0.222
H -0.303 3.293 3.169 0.227
H -0.476 1.128 2.011 0.227
H 3.304 1.383 -1.581 0.229
H 3.468 -0.228 -2.262 0.244
H 5.277 -1.776 -1.273 0.207
H 7.669 -1.837 -0.651 0.221
H 8.837 0.252 -0.029 0.222
H 7.613 2.401 -0.044 0.223
H 5.222 2.455 -0.663 0.218
S -3.693 3.085 -3.693 -0.186
C -2.519 2.116 -3.217 0.182
N -1.624 1.426 -2.879 -0.687
O -3.336 -0.103 -1.237 -0.693
C -3.727 -0.831 -2.221 0.752
O -2.947 -1.449 -2.955 -0.697
C -5.205 -0.883 -2.473 -0.115
C -5.663 -1.048 -3.774 -0.158
C -7.022 -1.058 -4.033 -0.214
C -7.905 -0.923 -2.972 0.087
C -7.463 -0.768 -1.667 -0.218
C -6.103 -0.736 -1.421 -0.169
N -9.347 -0.944 -3.235 0.517
O -9.713 -1.038 -4.392 -0.379
O -10.102 -0.864 -2.282 -0.384
H -4.944 -1.158 -4.573 0.242
H -7.405 -1.169 -5.036 0.247
H -8.185 -0.665 -0.871 0.245
H -5.725 -0.593 -0.419 0.231
```

The value obtained for the energy relative to the best compared isomer or geometry (same formula, charge and spin) is 0.777 eV. The value obtained for the LUMO energy is -2.529 eV. For the maximum force, the calculation gives 2.5 eV/A.


2.
C39H36IN4PS2Tc | wB97M-V/def2-TZVPD

```
84
Properties=species:S:1:pos:R:3:lowdin_spin:R:1
Tc -0.005 1.062 0.696 1.775
C 5.575 1.289 -0.768 0.000
S 4.788 0.989 0.839 0.007
C 3.114 1.192 0.516 0.015
S 2.057 0.758 1.841 0.093
N 2.666 1.614 -0.624 0.007
N 1.320 1.713 -0.708 0.004
C 0.850 2.129 -1.845 -0.016
C -0.582 2.224 -1.951 0.006
C -1.234 2.740 -3.061 -0.005
C -2.612 2.876 -3.033 0.007
C -3.293 2.515 -1.879 -0.001
C -2.582 1.987 -0.818 0.012
N -1.258 1.809 -0.847 0.023
H 6.348 2.040 -0.624 0.000
H 4.820 1.636 -1.465 0.000
H 6.022 0.357 -1.103 0.000
H 1.533 2.407 -2.638 -0.001
H -0.650 3.048 -3.918 0.000
H -3.145 3.284 -3.881 0.000
H -4.362 2.647 -1.801 0.000
H -3.086 1.694 0.091 0.001
C -0.384 -1.231 2.667 0.008
N -1.157 -0.024 2.264 0.014
C -2.470 -0.489 1.761 0.013
C -1.361 0.865 3.446 0.004
C -1.241 2.313 3.061 0.025
C -1.677 3.314 3.920 -0.007
C -1.482 4.648 3.600 0.038
C -0.867 4.991 2.400 -0.005
C -0.449 4.001 1.529 0.021
C -0.619 2.660 1.858 -0.048
H -0.956 -1.828 3.382 0.000
H 0.557 -0.949 3.129 0.001
H -0.171 -1.849 1.791 0.005
H -2.947 -1.141 2.497 0.002
H -2.344 -1.052 0.835 0.002
H -3.124 0.362 1.581 0.000
H -0.592 0.642 4.189 0.001
H -2.328 0.659 3.908 0.001
H -2.161 3.045 4.850 -0.001
H -1.801 5.421 4.286 0.002
H -0.710 6.030 2.146 -0.001
H 0.024 4.277 0.593 0.001
I -1.932 -1.485 -2.079 0.077
C -1.992 -3.584 -2.344 0.004
C -3.259 -3.970 -2.687 0.002
C -3.545 -5.288 -3.051 0.001
C -2.534 -6.184 -3.119 0.002
C -1.213 -5.831 -2.768 0.000
C -0.229 -6.832 -2.885 0.003
C 1.060 -6.598 -2.541 0.006
C 1.399 -5.364 -1.992 0.021
C 0.493 -4.334 -1.837 0.067
P 1.250 -2.999 -0.810 0.433
C 1.954 -4.022 0.531 0.072
C 1.156 -5.041 1.061 0.053
C 1.609 -5.799 2.129 -0.001
C 2.842 -5.522 2.706 0.077
C 3.624 -4.493 2.204 0.003
C 3.172 -3.731 1.136 0.048
C 2.645 -2.407 -1.835 0.070
C 2.478 -1.254 -2.600 0.014
C 3.509 -0.784 -3.403 -0.001
C 4.723 -1.453 -3.440 0.012
C 4.896 -2.601 -2.681 0.004
C 3.869 -3.078 -1.880 0.020
C -0.878 -4.502 -2.295 0.001
H -4.057 -3.242 -2.709 0.001
H -4.557 -5.561 -3.313 0.000
H -2.720 -7.199 -3.448 0.000
H -0.529 -7.804 -3.256 0.000
H 1.813 -7.369 -2.632 0.001
H 2.415 -5.230 -1.645 0.000
H 0.189 -5.251 0.621 0.001
H 0.998 -6.606 2.512 -0.001
H 3.194 -6.109 3.544 0.004
H 4.587 -4.274 2.650 -0.001
H 3.777 -2.922 0.755 0.001
H 1.535 -0.721 -2.577 0.001
H 3.354 0.102 -4.008 0.000
H 5.528 -1.081 -4.059 0.001
H 5.834 -3.141 -2.724 0.001
H 4.026 -3.975 -1.297 0.000
```

The value obtained for the energy relative to the best compared isomer or geometry (same formula, charge and spin) is 0.901 eV. The value obtained for the LUMO energy (alpha / beta) is -6.110 / -8.736 eV. Its spin multiplicity is 4. As for the total charge: +2. For the maximum force, the calculation gives 2.1 eV/A.


3.
C7H7NO4 | wB97M-V/def2-TZVPD

```
19
Properties=species:S:1:pos:R:3:nbo_charge:R:1
O -2.466 0.976 -0.240 -0.674
C -1.729 -0.024 -0.145 0.630
N -2.299 -1.238 -0.003 -0.317
O -3.697 -1.117 0.182 -0.545
C -0.265 0.160 -0.168 -0.247
C 0.547 -0.962 -0.146 -0.261
C 1.914 -0.817 -0.073 0.274
O 2.828 -1.830 -0.048 -0.662
C 2.506 0.480 0.122 -0.196
C 1.678 1.576 0.110 -0.269
C 0.307 1.437 -0.029 0.410
O -0.427 2.598 0.002 -0.682
H -1.902 -1.895 0.658 0.394
H -3.829 -0.169 0.072 0.491
H 0.105 -1.942 -0.287 0.208
H 2.356 -2.670 -0.286 0.477
H 3.563 0.611 0.218 0.229
H 2.175 2.537 0.086 0.232
H -1.365 2.288 -0.024 0.509
```

The value obtained for the energy relative to the best compared isomer or geometry (same formula, charge and spin) is 0.015 eV. The value obtained for the LUMO energy is 0.111 eV. For the maximum force, the calculation gives 2.3 eV/A. The SMILES is O=C(NO)c1cc(O)ccc1O.


4.
C7H15ClNO4P | wB97M-V/def2-TZVPD

```
29
Properties=species:S:1:pos:R:3:nbo_charge:R:1
C -0.637 3.415 -0.690 -0.639
C -0.159 2.020 -0.911 -0.066
O 0.065 1.432 0.391 -0.830
P 0.052 -0.104 0.566 2.401
O -0.126 -0.474 1.944 -1.084
O -1.186 -0.633 -0.432 -0.843
C -2.485 -0.778 0.190 -0.062
C -2.871 -2.021 0.943 -0.641
C 1.414 -0.952 -0.366 -0.596
C 1.713 -2.219 0.426 -0.610
C 2.718 -0.042 -0.565 -0.208
Cl 4.046 -0.811 -1.221 0.058
N 2.784 0.377 0.821 0.117
O 2.991 1.490 1.160 -0.215
H -0.719 3.775 -1.748 0.213
H -1.609 3.436 -0.205 0.220
H -0.112 4.239 -0.182 0.238
H 0.852 1.983 -1.456 0.168
H -0.808 1.355 -1.417 0.211
H -2.472 0.067 0.996 0.171
H -3.152 -0.486 -0.657 0.189
H -3.273 -2.752 0.143 0.204
H -1.951 -2.435 1.456 0.240
H -3.588 -1.692 1.635 0.224
H 1.075 -1.378 -1.424 0.272
H 2.096 -1.989 1.334 0.231
H 0.692 -2.571 0.577 0.218
H 2.194 -2.995 -0.058 0.218
H 2.455 0.744 -1.249 0.200
```

The value obtained for the energy relative to the best compared isomer or geometry (same formula, charge and spin) is 2.582 eV. The value obtained for the LUMO energy (alpha / beta) is -0.487 / -0.487 eV. For the maximum force, the calculation gives 4.2 eV/A. The SMILES is CCOP(=O)(OCC)[C@H](C)[C@H](Cl)N=O.